The following is a DFT calculation (the ωB97M-V functional and the def2-TZVPD basis) of a molecular structure, C33H51I2N10O3PSTa.

Each line ends with the Mulliken charge.
Positions of all 102 atoms, in Å:
C  3.8138  1.5826  -0.7412  0.29
O  -3.3858  2.9841  1.1453  -0.71
C  -6.9599  -5.2678  -0.8986  -0.54
H  1.6960  1.0853  -2.6852  0.54
C  -8.2498  -4.7601  -0.8239  -0.54
C  0.6746  1.4162  -2.8267  -1.55
H  3.3527  -4.4022  1.2683  0.36
C  1.7908  -1.5207  -2.0688  1.92
H  -2.0026  4.7309  -4.3424  0.45
H  0.6667  3.1317  2.7695  0.49
N  -3.8099  -2.5415  -1.4133  -0.46
H  -3.8401  0.2967  0.9216  0.25
H  -0.3371  2.1393  1.7407  -0.23
C  2.2103  0.8686  3.6010  -0.26
C  -2.8846  -1.6254  -1.6052  0.04
N  -2.9583  4.0764  -1.7464  -0.05
O  -1.6980  2.3807  -2.5862  -0.31
H  4.1189  -3.7732  2.7106  0.38
H  -2.3255  3.0493  -4.8201  0.34
C  0.3638  1.6749  5.1250  -0.88
H  4.5941  -0.3610  0.7769  0.31
C  1.5437  -4.0021  -3.2638  -0.84
I  0.0889  0.5773  -4.7148  -0.02
H  0.1872  0.7516  5.6796  0.34
N  0.6591  0.7109  -0.0749  1.14
H  -0.9941  -0.1604  1.4241  -0.39
C  4.3083  -2.4901  0.9688  -0.60
C  0.2713  2.1176  2.6409  -0.09
H  -7.5481  -1.4676  -1.2056  0.36
H  3.8848  -1.7003  -2.4618  0.47
H  2.4666  1.5082  5.6219  0.48
N  -5.0380  -2.1531  -1.3740  0.43
H  3.6731  -3.9240  -3.5327  0.46
H  3.1090  3.0097  2.2164  0.15
H  2.0844  -0.1769  3.8990  0.04
H  2.3256  -2.3434  3.2322  0.21
H  5.3831  -2.6462  1.0653  0.56
N  -0.6509  -1.3873  -1.7705  0.95
C  -0.5308  1.7103  3.8666  -0.69
S  -3.1733  0.0542  -1.9354  -0.67
H  1.4615  -3.6709  2.4878  0.46
H  -2.9668  0.6650  2.4062  0.50
C  3.1376  3.0790  1.1291  -0.15
H  -2.8407  3.7881  -0.7803  0.10
C  0.4148  -3.3488  -2.8022  -0.61
C  1.8477  1.7777  4.7653  -1.01
Ta  -0.7940  0.8575  -1.2470  1.50
H  -2.1106  -1.1973  0.8185  0.40
N  -1.8107  -0.2279  0.8236  -0.11
H  -9.4631  -2.9908  -0.8801  0.37
C  2.9144  -2.1731  -2.5511  -0.84
C  3.5302  -3.4883  1.8373  -0.76
C  1.6446  -1.9350  1.2419  0.47
H  2.6085  3.0847  -1.6582  -0.03
H  -0.9494  0.7157  3.6844  0.15
I  -4.6210  4.4077  -4.6162  0.11
C  3.9776  -1.0534  1.3427  -0.57
C  -7.3885  -2.5359  -1.1171  -0.46
H  -0.5605  -3.7923  -2.9301  0.56
C  -2.6837  2.0597  0.8161  0.93
H  -6.7940  -6.3336  -0.8164  0.37
H  -9.0880  -5.4283  -0.6822  0.39
P  1.8898  0.7057  0.9377  -2.28
N  2.5569  -0.7895  1.0470  1.23
H  4.0665  2.7104  -2.5552  0.58
H  0.1038  2.4919  5.7985  0.33
H  0.6786  2.4927  -2.9919  0.77
N  1.3511  1.1508  2.4312  0.88
N  -1.6432  -2.1685  -1.6721  -0.76
H  4.4593  4.7638  1.2041  0.41
N  3.1394  1.7151  0.5627  0.28
C  -8.4609  -3.3935  -0.9348  -0.56
H  -4.8693  -4.8113  -1.1474  0.40
C  2.7979  -3.4172  -3.1485  -0.77
C  4.3918  3.8106  0.6795  -1.02
H  3.8923  4.9616  -1.0856  0.38
H  1.4377  -4.9676  -3.7402  0.41
H  0.6683  -1.5572  1.5524  -0.10
H  5.4160  4.1109  -1.1997  0.31
H  2.2488  3.6397  0.8100  0.19
O  -1.6878  2.2102  -0.0400  -0.90
C  0.5389  -2.1008  -2.1902  -0.16
H  4.8752  1.3592  -0.5864  0.53
H  5.2606  3.2237  0.9872  0.30
H  4.0587  -2.6357  -0.0842  -0.07
H  3.3915  0.7284  -1.2728  -0.55
H  2.1049  2.8099  4.5156  0.35
H  -1.3714  2.3929  4.0004  0.57
H  1.5011  -2.4645  0.2964  0.02
C  -6.1038  -3.0591  -1.1890  0.71
H  3.2625  1.0067  3.3355  0.44
C  -2.6190  3.8541  -4.1549  -1.23
C  2.1949  -2.8873  2.2937  -1.01
H  -5.2485  -1.1630  -1.4978  0.21
H  1.8802  -0.5724  -1.5729  -1.16
C  3.6726  2.8633  -1.5495  -0.64
C  -5.8758  -4.4253  -1.0826  -0.35
C  -2.4178  3.3905  -2.7352  0.48
C  -2.8856  0.6392  1.3184  -0.70
C  4.3899  4.0217  -0.8409  -0.80
H  4.1964  -0.8873  2.4041  0.30
H  -3.5882  4.8343  -1.9568  0.14

The value obtained for the HOMO-LUMO gap is 6.3 eV. As for the net charge: +1. The energy above the lowest of the compared OMol25 structures with the same formula, charge and spin is 14.9 kcal per mole. The HOMO energy comes out at -9.90 eV.

***

The following is a DFT calculation (the ωB97M-V functional and the def2-TZVPD basis) of a molecular structure, C33H52Br6O17S in a non-equilibrium geometry.

Each line ends with the Mulliken charge.
Positions of all 109 atoms, in Å:
H  -1.2425  -4.9884  -3.9242  0.27
C  4.6446  -3.5749  -3.3840  -0.53
H  3.9202  -4.2116  5.0781  0.38
H  -2.2337  -2.0310  -4.1395  -0.05
C  -3.5707  0.7179  -2.4655  2.24
H  4.5361  -5.5024  -2.4186  0.38
H  0.6759  3.6638  0.3295  0.46
H  -4.4831  5.2258  -1.7947  0.48
O  -2.2409  2.6104  0.7003  -0.42
H  4.5752  -4.2201  -4.2596  0.28
C  3.1684  1.0508  3.9618  -0.47
O  -3.4213  -3.2202  -3.1275  -0.37
H  -0.8372  3.0962  6.7693  0.40
C  0.3869  2.7801  0.8873  0.03
H  4.9536  -4.1775  -1.3263  0.17
O  0.9486  3.9077  4.6166  -0.64
O  1.6781  -2.1998  -2.5426  -0.43
C  2.6321  -2.8886  -2.5477  0.37
H  6.0798  2.3690  -2.0607  0.35
H  -2.7783  -3.4060  -5.1295  0.36
Br  -2.2696  -1.1322  3.2708  0.04
H  -0.2544  -3.5687  -4.0036  0.26
H  2.1190  -4.9047  -2.2102  0.40
H  2.8868  1.9865  4.4246  0.48
O  3.6272  -2.5955  -3.3860  -0.41
C  2.8590  -4.2037  -1.8301  0.34
C  0.4969  -1.2721  0.5326  0.22
H  0.1311  2.9506  1.9258  -0.53
C  3.9868  1.4794  -2.0742  -0.13
C  -4.3012  5.4549  1.1800  0.56
O  3.2222  3.5258  -2.9716  -0.38
C  -2.8444  -3.4670  -1.9392  0.43
H  2.7147  -4.0504  -0.7645  -0.27
O  3.4421  -4.5783  1.8497  -0.38
O  -3.2953  6.2175  0.6809  -0.39
O  -4.7461  5.6940  2.2640  -0.62
H  5.6755  -3.2498  -3.2968  0.37
C  -2.1891  -3.1114  3.2310  -0.39
C  3.6999  -3.2639  1.9434  0.46
H  -1.7958  5.3241  -0.6296  0.08
C  2.7379  2.2972  -2.4576  0.09
H  -1.4806  -1.0976  -0.3516  0.21
C  -3.6237  0.7703  -4.0166  -0.75
C  -4.9845  0.1772  -4.3789  -0.36
C  -2.8160  5.7267  -0.5645  -0.30
H  -3.3370  1.7305  -2.1421  -1.05
C  -2.4617  3.1070  5.3435  -0.71
H  4.8964  2.7470  -0.7733  0.09
C  -0.2266  3.6941  4.7251  0.61
C  -0.9886  2.8542  5.7188  -0.39
C  -0.5198  -0.5564  -0.3329  -0.66
H  -2.2798  2.5399  3.2882  -0.18
Br  1.5466  0.0647  3.4932  0.03
H  -5.7817  4.6572  -0.0788  0.48
H  -0.2548  -0.3182  -1.3559  0.62
O  -4.8862  0.4104  -2.0167  -0.34
H  3.8463  -6.1877  3.0316  0.33
H  1.3632  -0.6020  0.5121  0.09
O  -1.0056  2.1510  -1.3786  -0.69
H  -3.0391  2.2138  5.5821  0.35
H  2.1376  1.7690  -3.1918  0.28
C  -1.3496  -3.6468  -2.1370  0.52
H  -2.8975  -3.3790  2.4628  0.32
C  -2.3809  -3.1187  -4.1609  -0.20
H  3.7884  0.8307  -1.2223  0.10
H  -2.7990  0.1669  -4.3954  0.33
H  0.0808  -1.4185  1.5190  -0.45
H  3.2182  -2.2391  3.7297  -0.21
Br  -0.4677  -3.8701  2.7598  0.01
H  0.8194  -2.2260  0.1163  -0.04
H  -0.7557  -2.7518  -1.9551  -0.56
H  2.1295  2.4663  -1.5732  -0.18
H  -4.6876  3.4254  0.5543  0.03
C  -4.7398  4.4362  0.1553  -0.28
C  4.5383  3.7276  -2.7063  0.44
H  -1.0912  -4.4517  -1.4505  0.41
H  -0.7070  1.8033  5.6149  0.05
C  4.2084  -4.2430  4.0303  -0.65
H  1.1268  1.9927  0.7524  0.11
C  -2.3569  3.4672  3.8645  0.43
C  5.0358  2.5623  -1.8457  -0.35
O  -1.0246  0.5721  0.5194  -0.07
C  -3.8446  4.7122  -1.0674  0.06
Br  4.1780  1.3579  2.3351  -0.02
O  -3.4040  -3.4850  -0.8938  -0.59
H  -3.3926  3.8837  -1.6018  -0.40
S  -1.0794  2.0827  0.0514  1.11
O  -6.8778  -0.1942  -2.8358  -0.62
H  -5.5776  0.7929  -5.0470  0.32
H  5.2623  -4.5109  3.9707  0.29
O  5.1468  4.6378  -3.1625  -0.56
H  -2.7016  6.6164  -1.1948  0.32
H  -3.1923  4.0914  3.5731  0.08
O  -1.0632  4.0861  3.7397  -0.35
C  -1.2120  -3.9394  -3.6329  -0.50
H  -3.4825  1.8001  -4.3301  0.40
H  -2.7774  0.1006  -2.0474  -0.67
C  -5.7313  0.1140  -3.0438  0.44
C  4.3129  -4.4683  -2.1563  -0.62
C  3.4048  -5.2029  3.1488  -0.36
Br  4.3464  0.0273  5.1655  -0.04
H  4.1965  0.8284  -2.9293  0.21
H  -4.9118  -0.8576  -4.7087  0.13
Br  -2.9323  -3.7657  4.9019  -0.04
H  -2.8956  3.9164  5.9317  0.33
O  3.7276  -2.5946  0.9479  -0.47
C  4.0319  -2.8444  3.3585  0.20
H  5.0040  -2.3690  3.3226  0.28
H  2.3770  -5.3068  3.4976  0.10

The value obtained for the HOMO-LUMO gap is 9.5 eV. As for the net charge: 0. The HOMO energy comes out at -9.99 eV.

***

Q: What is the net charge in the first record?
A: +1